The following is a DFT calculation (ωB97M-V with the def2-TZVPD basis set) of C27H32HgN7O5Si as an isolated structure.

E_tot   -2250.4865 a.u.
LUMO level (alpha / beta)   4.811 / 4.801 eV
Total charge   -2
Multiplicity   2
Expectation value of S²   0.774
HOMO energy (alpha / beta)   0.13 / -2.31 eV
Frontier orbital gap (alpha / beta)   4.68 / 7.11 eV

Each line ends with the Löwdin charge.
CARTESIAN COORDINATES (ANGSTROEM)
Hg: -0.583 0.026 -0.054  1.184
C: -2.885 -3.986 0.241  -0.062
C: -2.737 -4.504 -1.032  -0.074
C: -2.184 -3.716 -2.025  -0.021
C: -1.799 -2.415 -1.727  -0.191
N: -1.918 -1.940 -0.491  0.055
C: -2.434 -2.700 0.466  -0.127
C: -1.259 -1.492 -2.791  -0.237
C: -1.422 -1.780 -4.133  -0.058
C: -0.911 -0.841 -5.064  -0.105
C: -0.331 0.310 -4.629  -0.044
C: -0.230 0.574 -3.231  -0.237
N: -0.665 -0.395 -2.359  0.063
C: 0.270 1.794 -2.699  -0.247
C: 0.858 2.809 -3.511  -0.049
C: 1.304 3.970 -2.943  -0.124
C: 1.193 4.160 -1.552  -0.122
C: 0.642 3.123 -0.820  -0.191
N: 0.190 1.995 -1.345  0.043
H: -3.298 -4.569 1.052  0.099
H: -3.033 -5.523 -1.249  0.097
H: -2.027 -4.114 -3.017  0.095
H: -2.460 -2.265 1.457  0.089
H: -1.948 -2.662 -4.463  0.077
H: -1.009 -1.027 -6.127  0.086
H: 0.022 1.038 -5.346  0.084
H: 0.969 2.658 -4.576  0.082
H: 1.753 4.737 -3.565  0.086
H: 1.545 5.059 -1.064  0.076
H: 0.560 3.194 0.261  0.084
C: -1.624 -0.912 4.028  -0.031
C: -0.247 -0.372 3.748  -0.361
C: 0.635 -0.087 4.779  -0.080
C: 1.903 0.389 4.429  -0.106
C: 2.254 0.517 3.111  -0.046
C: 1.315 0.172 2.085  -0.455
N: 0.056 -0.203 2.462  0.059
N: 1.554 0.195 0.777  -0.099
Si: 3.060 0.062 -0.015  0.347
C: 2.747 -0.712 -1.685  -0.163
C: 4.280 -1.022 0.904  -0.173
C: 3.917 1.711 -0.316  -0.179
H: -1.642 -1.441 4.982  0.072
H: -1.894 -1.611 3.238  0.050
H: -2.372 -0.113 4.069  0.072
H: 0.345 -0.237 5.811  0.086
H: 2.617 0.648 5.205  0.091
H: 3.237 0.868 2.823  0.079
H: 2.100 -1.586 -1.545  0.032
H: 3.677 -1.040 -2.164  0.023
H: 2.239 -0.012 -2.356  0.010
H: 3.805 -1.986 1.120  0.016
H: 4.620 -0.586 1.848  0.010
H: 5.159 -1.198 0.274  0.021
H: 3.320 2.333 -0.992  0.004
H: 4.894 1.534 -0.783  0.018
H: 4.079 2.282 0.605  0.017
N: -1.324 2.074 1.616  -0.010
C: -2.632 2.743 1.659  -0.266
C: -3.755 1.816 1.193  -0.139
C: -3.761 1.629 -0.335  -0.721
O: -4.651 2.237 -0.968  -0.070
O: -2.819 0.934 -0.794  -0.114
H: -1.323 1.247 2.204  0.016
H: -0.578 2.669 1.955  0.064
H: -2.599 3.615 1.001  0.112
H: -2.867 3.111 2.668  0.090
H: -4.718 2.239 1.482  0.094
H: -3.634 0.840 1.683  0.097
O: 0.723 -3.847 2.788  -0.087
N: 1.115 -3.575 1.632  -0.615
O: 2.286 -3.832 1.285  -0.084
O: 0.332 -3.016 0.832  -0.091